(1)
Entry from the OMol25 dataset: C4H5N2S as an isolated structure (ωB97M-V with the def2-TZVPD basis set).

Properties
Frontier orbital gap (alpha / beta), Eh: 0.243 / 0.300
Total energy, eV: -18030.8854
Charge: +1
ΔE to the lowest compared entry with this formula, charge and spin, eV: 4.4667

Each line ends with the natural charge from an NBO analysis.
Positions of all 12 atoms, in Å:
C (0.4185, -1.2420, -2.4484)  0.28
C (-0.1055, 0.8021, -1.8204)  -0.50
C (-0.1763, -0.1879, -0.9444)  0.12
C (-0.3407, 0.4479, 1.4458)  0.10
N (0.2137, -1.4853, -1.2365)  -0.46
N (0.1466, -0.4066, 2.3474)  -0.64
S (0.2892, 0.1929, -3.4491)  0.48
H (-0.3232, 1.8309, -1.4980)  0.26
H (-1.3469, 0.5820, 1.3120)  0.23
H (0.4287, 0.9349, 0.9042)  0.24
H (1.1932, -0.3119, 2.6522)  0.45
H (-0.3972, -1.1570, 2.7353)  0.44



(2)
Entry from the OMol25 dataset: one molecule with the formula C4H5N3 (ωB97M-V with the def2-TZVPD basis set).

Properties
Frontier orbital gap, Eh: 0.363
Total energy, eV: -8696.4258
SMILES: [H]/N=C/C/N=C\C#N
ΔE to the lowest compared entry with this formula, charge and spin, eV: 3.3866

Each line ends with the natural charge from an NBO analysis.
Positions of all 12 atoms, in Å:
H (1.2156, 1.8232, -0.4926)  0.39
N (0.4609, 1.1647, -0.4170)  -0.59
C (0.3329, 0.1647, -1.1705)  0.18
C (-0.6894, -0.8897, -0.6831)  -0.32
N (-1.4392, -0.2070, 0.3314)  -0.47
C (-0.6745, 0.4324, 1.1419)  0.08
C (0.6584, -0.1059, 1.6599)  0.21
N (1.6440, -0.6935, 1.8445)  -0.33
H (0.9633, -0.0153, -2.0399)  0.19
H (-1.3362, -1.2524, -1.4932)  0.22
H (-0.0847, -1.7419, -0.3296)  0.21
H (-1.0510, 1.3206, 1.6481)  0.22



(3)
Entry from the OMol25 dataset: one molecule with the formula C4H5N3 (ωB97M-V with the def2-TZVPD basis set).

Properties
Frontier orbital gap, Eh: 0.365
Total energy, eV: -8696.8512
SMILES: Nc1ncccn1
ΔE to the lowest compared entry with this formula, charge and spin, eV: 2.9612

Each line ends with the natural charge from an NBO analysis.
Positions of all 12 atoms, in Å:
N (-1.7526, -1.2968, 0.4631)  -0.79
C (-0.6845, -0.5424, 0.0981)  0.56
N (-0.8317, 0.7571, 0.2359)  -0.59
C (0.2248, 1.6074, 0.1742)  -0.03
C (1.4791, 1.0741, -0.2353)  -0.37
C (1.4628, -0.2953, -0.5348)  0.10
N (0.4267, -1.1171, -0.3484)  -0.50
H (-1.7423, -2.2489, 0.1488)  0.40
H (-2.6437, -0.8279, 0.5426)  0.40
H (-0.7002, 2.0617, 0.7404)  0.39
H (2.4125, 1.6252, -0.3508)  0.23
H (2.3492, -0.7971, -0.9337)  0.20



(4)
Entry from the OMol25 dataset: one molecule with the formula C4H5N3 (ωB97M-V with the def2-TZVPD basis set).

Properties
Frontier orbital gap, Eh: 0.330
Total energy, eV: -8696.9885
SMILES: Nc1cncnc1
ΔE to the lowest compared entry with this formula, charge and spin, eV: 2.8239

Each line ends with the natural charge from an NBO analysis.
Positions of all 12 atoms, in Å:
N (-1.9768, 0.0548, -0.5163)  -0.80
C (-0.6601, -0.0810, -0.1155)  0.14
C (0.0696, 0.9805, 0.3456)  0.01
N (1.3359, 1.0189, -0.0900)  -0.45
C (1.9728, -0.1214, -0.1868)  0.21
N (1.4512, -1.2226, 0.3826)  -0.49
C (0.1307, -1.1309, 0.4785)  0.01
H (-2.2793, 1.0200, -0.4200)  0.38
H (-2.2447, -0.2991, -1.4297)  0.40
H (-0.3804, 1.7125, 1.0141)  0.19
H (2.9643, -0.1366, -0.6298)  0.19
H (-0.3832, -1.7952, 1.1674)  0.22



(5)
Entry from the OMol25 dataset: one molecule with the formula C4H5N3 (ωB97M-V with the def2-TZVPD basis set).

Properties
Frontier orbital gap, Eh: 0.405
Total energy, eV: -8696.5988
SMILES: C[C@@H](C#N)C1N=N1
ΔE to the lowest compared entry with this formula, charge and spin, eV: 3.2136

Each line ends with the natural charge from an NBO analysis.
Positions of all 12 atoms, in Å:
C (0.5731, -0.8764, 1.0423)  -0.59
C (-0.3907, -0.2652, 0.0395)  -0.35
C (-1.4316, 0.5151, 0.6560)  0.27
N (-2.2495, 1.1577, 1.1302)  -0.31
C (0.3650, 0.7816, -1.0160)  -0.04
N (0.8190, 0.2726, -2.2774)  -0.05
N (-0.1725, 0.9850, -2.3236)  -0.04
H (1.0918, -0.1068, 1.6109)  0.22
H (0.0120, -1.5020, 1.7354)  0.23
H (1.3050, -1.4932, 0.5248)  0.22
H (-0.8440, -1.0386, -0.5864)  0.25
H (0.9226, 1.5704, -0.5357)  0.19



(6)
Entry from the OMol25 dataset: one molecule with the formula C4H5N3 (ωB97M-V with the def2-TZVPD basis set).

Properties
Frontier orbital gap, Eh: 0.348
Total energy, eV: -8694.3483
SMILES: C1=CNN=CN=C1
ΔE to the lowest compared entry with this formula, charge and spin, eV: 5.4641

Each line ends with the natural charge from an NBO analysis.
Positions of all 12 atoms, in Å:
C (-1.1646, 0.1725, 0.5196)  -0.37
C (-0.4825, 1.2666, 0.0245)  0.09
N (0.8297, 0.9744, -0.7085)  -0.49
N (1.7618, 0.2055, 0.2378)  -0.31
C (1.2582, -0.9430, 0.2980)  0.22
N (0.2093, -1.4730, -0.5111)  -0.45
C (-0.9740, -0.9502, -0.3669)  0.12
H (-2.1552, 0.1709, 0.7205)  0.21
H (-0.8740, 2.2334, -0.0975)  0.20
H (1.3894, 1.6999, -0.4977)  0.37
H (1.8453, -1.7087, 0.9524)  0.20
H (-1.6434, -1.6482, -0.5712)  0.20



(7)
Entry from the OMol25 dataset: one molecule with the formula C4H5N3 (ωB97M-V with the def2-TZVPD basis set).

Properties
Frontier orbital gap, Eh: 0.360
Total energy, eV: -8699.7197
SMILES: Nc1ncccn1
ΔE to the lowest compared entry with this formula, charge and spin, eV: 0.0926

Each line ends with the natural charge from an NBO analysis.
Positions of all 12 atoms, in Å:
N (-0.5045, -2.0287, 0.9422)  -0.79
C (-0.1709, -0.8066, 0.4555)  0.55
N (-0.9821, 0.2222, 0.7486)  -0.51
C (-0.7187, 1.3583, 0.1082)  0.10
C (0.2805, 1.4754, -0.8511)  -0.37
C (1.1438, 0.3882, -0.9386)  0.10
N (0.9561, -0.7464, -0.2743)  -0.50
H (0.1931, -2.7527, 0.9235)  0.40
H (-1.3536, -2.1416, 1.4696)  0.40
H (-1.2978, 2.2259, 0.4237)  0.19
H (0.4110, 2.3663, -1.4557)  0.23
H (2.0432, 0.4398, -1.5515)  0.20



(8)
Entry from the OMol25 dataset: a 2-piece molecular cluster, C4H5N3 overall (ωB97M-V with the def2-TZVPD basis set).

Properties
Frontier orbital gap, Eh: 0.382
Total energy, eV: -8694.7083
ΔE to the lowest compared entry with this formula, charge and spin, eV: 5.1040

Each line ends with the natural charge from an NBO analysis.
Positions of all 12 atoms, in Å:
C (-1.5927, 0.7096, 0.5432)  -0.36
N (-0.0854, -0.3897, -0.7980)  -0.55
C (0.9861, -0.7689, -0.2602)  0.05
C (2.0657, -1.3552, -1.0047)  0.19
N (2.9299, -1.8017, -1.6274)  -0.25
C (0.7553, 1.4410, 1.6667)  0.24
N (-0.1737, 1.4369, 0.9237)  -0.56
H (-1.8058, -0.3907, 0.5233)  0.23
H (-1.9917, 1.0999, -0.4016)  0.22
H (-2.0315, 1.1167, 1.4170)  0.20
H (-0.2018, -0.5075, -1.7922)  0.37
H (1.1458, -0.5905, 0.8103)  0.22



(9)
Entry from the OMol25 dataset: one molecule with the formula C4H5N3 (ωB97M-V with the def2-TZVPD basis set).

Properties
Frontier orbital gap, Eh: 0.321
Total energy, eV: -8695.9826
ΔE to the lowest compared entry with this formula, charge and spin, eV: 3.8298

Each line ends with the natural charge from an NBO analysis.
Positions of all 12 atoms, in Å:
N (2.4412, -1.0795, 1.0715)  -0.31
C (1.7734, -0.5762, 0.2723)  0.25
C (0.9105, 0.1055, -0.7152)  -0.34
C (-1.7513, -1.4253, -0.2243)  -0.06
N (-1.6161, -0.2708, 0.2685)  -0.39
C (-1.1320, 0.8922, 0.3647)  0.18
N (0.1419, 1.1950, -0.1449)  -0.59
H (1.5212, 0.4623, -1.5474)  0.25
H (0.2175, -0.6306, -1.1334)  0.27
H (-1.4907, -2.1900, 0.5308)  0.15
H (-1.6939, 1.7157, 0.7942)  0.20
H (0.6782, 1.8017, 0.4631)  0.39



(10)
Entry from the OMol25 dataset: a 2-piece molecular cluster, C4H5N3 overall (ωB97M-V with the def2-TZVPD basis set).

Properties
Frontier orbital gap (alpha / beta), Eh: 0.297 / 0.297
Total energy, eV: -8696.2009
ΔE to the lowest compared entry with this formula, charge and spin, eV: 3.6114

Each line ends with the natural charge from an NBO analysis.
Positions of all 12 atoms, in Å:
N (-1.5966, 1.7111, -1.7364)  -0.72
C (-0.8492, 2.1778, -0.9561)  -0.12
C (0.5522, 0.1922, -0.4531)  0.29
C (1.2082, -0.1519, 0.8371)  -0.38
N (0.2981, -1.0696, 1.5044)  -0.36
C (-0.6836, -1.2237, 0.7139)  0.24
N (-0.5485, -0.5109, -0.5009)  -0.52
H (0.9185, 0.7788, -1.2792)  0.29
H (2.1950, -0.6059, 0.6902)  0.27
H (1.3559, 0.7498, 1.4429)  0.29
H (-1.5666, -1.8244, 0.8982)  0.22
H (-1.2833, -0.2234, -1.1609)  0.50